1.
C32H35I2KN4O5 as an isolated structure. Source: the OMol25 dataset; level of theory: ωB97M-V/def2-TZVPD.

Last column: Mulliken charge in e.
Atoms and positions in Å:
K  -0.59  -0.97  -0.08  1.0315
I  -5.00  -1.93  6.82  -0.0646
C  -4.29  -1.54  4.88  -0.3152
C  -4.06  -2.59  4.01  -0.4487
C  -3.60  -2.31  2.74  -0.2239
I  -3.21  -3.88  1.41  -0.0440
C  -3.34  -0.99  2.25  0.0596
O  -2.93  -0.74  1.09  -0.6096
C  -3.60  0.06  3.21  1.0356
C  -3.40  1.50  2.78  -1.5591
N  -2.09  1.91  2.29  0.0296
C  -0.98  1.45  3.09  -0.3622
C  0.35  2.01  2.63  0.2733
C  1.48  1.79  3.41  -0.4271
C  2.71  2.24  2.97  -0.2530
C  2.78  2.90  1.75  -0.6694
C  1.60  3.07  1.04  -0.4962
N  0.41  2.64  1.46  -0.2971
C  -4.05  -0.23  4.48  -0.4113
H  -4.23  -3.61  4.32  0.3319
H  -3.68  2.14  3.63  0.4034
H  -4.11  1.72  1.97  0.3890
H  -1.96  1.62  1.33  -0.0672
H  -0.86  0.36  3.11  0.2151
H  -1.14  1.76  4.13  0.3839
H  1.40  1.20  4.32  0.2789
H  3.60  2.03  3.54  0.3367
H  3.72  3.24  1.34  0.3584
H  1.61  3.57  0.08  0.6900
H  -4.23  0.59  5.17  0.2968
N  -2.37  1.44  -0.83  0.0730
C  -2.27  2.75  -1.46  -1.0562
C  -0.85  2.98  -1.98  0.3595
C  -0.49  2.08  -3.15  0.4008
C  0.95  2.26  -3.64  -1.1256
N  1.99  1.78  -2.73  -0.5901
H  -2.32  0.70  -1.52  -0.0422
H  -3.24  1.30  -0.33  0.1810
H  -2.50  3.51  -0.70  0.4483
H  -2.98  2.90  -2.29  0.4264
H  -0.18  2.81  -1.13  -0.5347
H  -0.74  4.03  -2.27  0.4199
H  -1.18  2.29  -3.98  0.3264
H  -0.62  1.03  -2.89  -0.3170
H  1.14  3.32  -3.85  0.4150
H  1.07  1.73  -4.58  0.4143
H  1.90  2.23  -1.82  0.2306
H  1.81  0.79  -2.56  0.3175
C  -3.03  -3.15  -3.04  -1.8785
C  -1.80  -2.27  -2.84  0.9841
O  -1.99  -1.11  -2.47  -0.7482
C  -0.47  -2.83  -3.10  1.0908
C  -0.38  -4.13  -3.65  -0.6924
C  0.80  -4.71  -4.01  -0.8764
C  1.99  -3.96  -3.83  -0.4824
C  1.96  -2.71  -3.30  -0.7015
C  0.74  -2.06  -2.88  -0.0998
O  0.78  -0.92  -2.34  -0.1811
H  -3.89  -2.58  -2.69  0.3165
H  -2.95  -4.07  -2.46  0.3716
H  -3.16  -3.41  -4.09  0.4082
H  -1.30  -4.70  -3.79  0.2902
H  0.83  -5.71  -4.42  0.3452
H  2.94  -4.40  -4.12  0.3774
H  2.87  -2.14  -3.15  0.4097
O  2.61  -1.32  3.44  -0.8486
C  2.33  -0.97  2.28  -0.3451
O  1.20  -0.88  1.75  -0.4064
C  3.52  -0.58  1.39  0.0925
C  4.80  -0.51  1.92  -0.4425
C  5.87  -0.09  1.15  -0.4453
C  5.68  0.27  -0.17  -0.5660
C  4.40  0.20  -0.72  -0.5038
C  3.33  -0.22  0.05  0.1110
H  4.92  -0.80  2.96  0.4734
H  6.87  -0.04  1.59  0.3592
H  6.51  0.61  -0.78  0.3738
H  4.23  0.49  -1.75  0.4076
H  2.34  -0.28  -0.37  0.5950

## Properties
max |F|: 0.319 eV/Å
orbital gap: 5.971 eV
ΔE to the lowest compared entry with this formula, charge and spin: 8.5 kcal/mol
HOMO energy: -2.40 eV
LUMO energy: 3.575 eV
net charge: -2

=====

2.
C32H36AlFN4OSeSi as an isolated structure. Source: the OMol25 dataset; level of theory: ωB97M-V/def2-TZVPD.

Last column: Mulliken charge in e.
Atoms and positions in Å:
Al  0.30  -0.49  -0.15  -1.3787
C  -3.01  -1.29  -2.80  -2.1072
C  -2.01  -0.71  -1.88  0.5853
N  -0.98  -1.33  -1.42  1.8066
N  -0.71  -2.62  -1.76  -1.5606
C  0.44  -2.95  -1.19  0.2998
O  1.14  -2.14  -0.47  -0.2258
C  0.96  -4.32  -1.39  0.4437
C  2.11  -4.71  -0.71  -0.3677
C  2.61  -6.00  -0.88  -0.7887
C  1.96  -6.89  -1.72  -0.3672
C  0.82  -6.50  -2.40  -0.7165
C  0.31  -5.22  -2.24  -0.2524
C  -2.12  0.68  -1.36  0.6237
C  -3.15  1.54  -1.71  -0.9879
C  -3.16  2.81  -1.15  -0.9975
C  -2.15  3.18  -0.27  -0.8702
C  -1.17  2.25  0.03  -0.5270
N  -1.15  1.03  -0.51  1.1091
H  -2.73  -2.31  -3.06  0.3936
H  -3.10  -0.70  -3.71  0.3699
H  -4.00  -1.31  -2.32  0.3478
H  2.59  -4.01  -0.05  0.4556
H  3.50  -6.30  -0.34  0.4050
H  2.35  -7.89  -1.86  0.3856
H  0.32  -7.19  -3.06  0.4025
H  -0.58  -4.90  -2.76  0.4501
H  -3.92  1.22  -2.39  0.6099
H  -3.95  3.51  -1.40  0.4531
H  -2.12  4.16  0.18  0.5980
H  -0.37  2.48  0.71  0.5365
C  -2.27  0.89  3.01  -1.0971
Si  -1.61  -0.78  2.45  0.2703
C  -2.91  -1.52  1.31  -0.9851
C  -1.48  -1.86  3.97  -1.2373
N  -0.07  -0.64  1.65  2.1033
C  1.07  -0.79  2.47  -0.8408
C  1.72  0.31  3.03  -0.0289
C  2.86  0.17  3.82  -1.0306
C  3.38  -1.09  4.06  -0.4637
C  2.76  -2.21  3.51  -0.7068
C  1.63  -2.04  2.74  0.5792
F  1.05  -3.14  2.23  -0.3875
H  -3.14  0.76  3.65  0.4433
H  -2.58  1.50  2.15  0.2588
H  -1.52  1.45  3.57  0.3039
H  -3.76  -1.83  1.91  0.5920
H  -2.55  -2.39  0.76  0.2294
H  -3.29  -0.78  0.59  0.1868
H  -2.44  -1.92  4.47  0.4178
H  -0.77  -1.44  4.69  0.3483
H  -1.15  -2.87  3.72  0.2853
H  1.31  1.29  2.84  0.6103
H  3.33  1.04  4.23  0.4251
H  4.27  -1.22  4.67  0.4011
H  3.13  -3.21  3.68  0.5017
C  0.08  6.49  -1.75  -1.7144
C  0.60  5.09  -1.60  0.6683
C  0.32  4.12  -2.55  -0.9124
C  0.81  2.82  -2.43  1.1696
C  0.49  1.82  -3.51  -1.5714
C  1.58  2.48  -1.32  0.0826
Se  2.18  0.66  -1.08  -0.0730
C  1.92  3.46  -0.38  0.9680
C  2.84  3.17  0.78  -1.4769
C  1.41  4.74  -0.53  -1.0053
H  -0.66  6.56  -2.55  0.3627
H  0.88  7.19  -1.99  0.3901
H  -0.39  6.84  -0.83  0.3607
H  -0.29  4.37  -3.41  0.2778
H  -0.12  2.28  -4.29  0.3628
H  -0.03  0.95  -3.13  0.1782
H  1.41  1.44  -3.96  0.3845
H  2.51  2.31  1.36  0.1435
H  2.92  4.04  1.43  0.4026
H  3.84  2.93  0.41  0.3548
H  1.67  5.50  0.20  0.3400

## Properties
max |F|: 0.252 eV/Å
orbital gap: 7.041 eV
ΔE to the lowest compared entry with this formula, charge and spin: 0.0 kcal/mol
HOMO energy: -7.89 eV
LUMO energy: -0.850 eV
net charge: 0

=====

3.
C32H36BClF2MnN5O4 as an isolated structure in a non-equilibrium geometry. Source: the OMol25 dataset; level of theory: ωB97M-V/def2-TZVPD.

Last column: Mulliken charge in e.
Atoms and positions in Å:
Mn  -1.56  -0.67  -0.91  0.1641
C  -1.92  -0.39  3.62  -0.4413
O  -3.32  -0.25  3.70  -0.5875
C  -4.00  0.36  2.67  0.5145
C  -5.14  1.06  3.06  -0.7662
C  -5.94  1.64  2.06  -0.3688
C  -5.60  1.54  0.74  -1.4172
C  -4.42  0.85  0.30  0.9040
C  -4.14  0.78  -1.07  -0.8250
N  -3.05  0.22  -1.69  0.6599
N  -3.21  0.37  -3.05  -0.9731
C  -2.46  -0.33  -3.81  0.2761
O  -1.60  -1.22  -3.34  -0.7330
C  -2.63  -0.22  -5.28  0.7379
C  -1.92  -1.06  -6.13  -0.3734
C  -2.08  -0.97  -7.51  -0.7479
C  -2.96  -0.05  -8.05  -0.3220
C  -3.67  0.80  -7.21  -0.5871
C  -3.51  0.71  -5.84  -0.4217
C  -3.64  0.25  1.33  0.3410
O  -2.53  -0.48  0.99  -0.2703
H  -1.56  -0.49  4.65  0.2613
H  -1.46  0.49  3.17  0.3250
H  -1.63  -1.26  3.04  -0.0006
H  -5.38  1.13  4.11  0.4084
H  -6.83  2.18  2.34  0.3338
H  -6.22  2.00  -0.02  0.3121
H  -4.87  1.24  -1.73  0.1417
H  -1.23  -1.79  -5.71  0.4214
H  -1.52  -1.64  -8.15  0.3672
H  -3.08  0.03  -9.13  0.3519
H  -4.36  1.53  -7.62  0.3520
H  -4.06  1.36  -5.16  0.4371
F  0.35  -2.36  -4.01  -0.3650
B  -0.13  -1.18  -3.41  0.5047
F  0.31  -0.06  -4.13  -0.3750
C  -2.65  -1.81  0.30  -0.6856
H  -2.24  -2.53  1.03  0.2612
H  -3.71  -2.01  0.13  0.2904
C  4.37  2.94  0.37  -1.8318
C  4.63  1.51  0.85  1.6696
C  5.40  0.75  -0.24  -1.8206
C  5.54  1.56  2.08  -2.0198
C  3.29  0.74  1.19  2.4376
O  3.65  -0.61  1.45  -0.6808
C  2.66  1.29  2.48  -1.7101
C  1.30  0.68  2.86  -0.9925
C  1.40  -0.69  3.47  0.2642
C  1.05  -1.83  2.75  1.1061
C  1.15  -3.09  3.31  -1.5040
C  1.60  -3.22  4.61  0.2080
Cl  1.73  -4.81  5.33  -0.2787
C  1.95  -2.11  5.36  -0.9209
C  1.84  -0.85  4.78  -0.4798
C  2.30  0.87  0.01  -2.6446
N  1.32  -0.20  -0.10  1.9184
C  0.29  0.12  -1.14  -0.4702
N  0.33  -1.13  -1.95  -0.1237
C  1.35  -1.89  -1.47  -1.0986
N  1.98  -1.42  -0.45  -0.8899
H  5.32  3.44  0.20  0.4993
H  3.81  3.52  1.10  0.3169
H  3.82  2.96  -0.57  0.3152
H  6.29  1.31  -0.51  0.4973
H  4.81  0.60  -1.15  0.3293
H  5.70  -0.23  0.12  0.3340
H  6.54  1.89  1.78  0.5204
H  5.62  0.58  2.54  0.3600
H  5.17  2.27  2.83  0.3192
H  3.21  -1.19  0.79  0.6449
H  2.53  2.37  2.39  0.4975
H  3.36  1.11  3.30  0.5949
H  0.64  0.64  1.99  0.0783
H  0.83  1.35  3.59  0.6591
H  0.71  -1.71  1.73  0.4821
H  0.87  -3.97  2.74  0.4608
H  2.29  -2.23  6.38  0.4057
H  2.11  0.02  5.36  0.4315
H  2.84  0.98  -0.94  0.6682
H  1.73  1.79  0.16  0.5023
H  0.61  0.98  -1.74  0.2758
H  1.59  -2.84  -1.91  0.5645

## Properties
max |F|: 1.976 eV/Å
orbital gap (alpha / beta): 3.264 / 3.278 eV
ΔE to the lowest compared entry with this formula, charge and spin: 25.6 kcal/mol
HOMO energy (alpha / beta): 0.75 / 0.73 eV
LUMO energy (alpha / beta): 4.010 / 4.010 eV
net charge: -2

=====

Look up the max |F| of the third one.
1.976 eV/Å